Density functional theory data (wB97M-V/def2-TZVPD) for a molecular structure, C38H34BrClIN2O9P3Ru at a distorted geometry.

Calculated values
orbital gap (alpha / beta) = 4.63 / 5.48 eV
energy relative to the best compared isomer or geometry (same formula, charge and spin) = 16.57 kcal/mol
<S²> = 1.058
spin multiplicity = 2
E_tot = -6706.00892 hartree
total charge = +1

Each line ends with the Mulliken spin population.
Positions of all 90 atoms, in Å:
Ru  0.36  0.07  -0.36  1.200
C  -0.98  -1.15  2.84  0.000
O  0.04  -0.35  2.27  0.002
C  0.72  0.48  3.12  -0.022
C  0.50  0.58  4.48  -0.001
C  1.22  1.51  5.22  0.002
Br  0.92  1.59  7.09  0.000
C  2.10  2.39  4.64  -0.001
C  2.33  2.30  3.26  0.000
C  1.71  1.29  2.52  0.015
O  2.07  0.99  1.25  0.030
C  3.22  3.25  2.63  -0.001
N  4.30  3.74  3.19  0.001
C  4.85  4.58  2.28  0.000
C  6.01  5.35  2.35  0.000
C  6.34  6.12  1.26  0.000
C  5.53  6.15  0.12  0.000
C  4.37  5.40  0.02  0.000
C  4.05  4.61  1.10  0.000
N  3.03  3.71  1.34  0.000
H  -1.68  -0.54  3.42  0.000
H  -0.54  -1.93  3.47  0.000
H  -1.52  -1.61  2.01  0.001
H  -0.20  -0.06  4.99  0.000
H  2.63  3.14  5.21  0.000
H  2.75  1.61  0.93  -0.002
H  6.62  5.33  3.24  0.000
H  7.24  6.72  1.28  0.000
H  5.82  6.79  -0.70  0.000
H  3.75  5.44  -0.86  0.000
H  2.17  3.63  0.81  0.000
C  -2.76  3.40  -1.38  0.000
C  -2.52  3.15  0.09  0.000
O  -3.30  4.03  0.85  0.000
P  -2.92  1.41  0.54  -0.002
O  -4.43  1.19  0.16  0.001
O  -2.88  1.35  2.11  0.000
O  -2.04  0.38  -0.09  -0.007
P  -0.76  3.22  0.69  0.027
O  -0.25  4.72  0.48  0.000
O  -0.80  2.86  2.15  -0.002
O  0.15  2.39  -0.19  0.014
H  -3.81  3.24  -1.59  0.000
H  -2.17  2.70  -1.96  0.000
H  -2.49  4.42  -1.63  0.000
H  -3.20  3.85  1.80  0.000
H  -4.83  0.41  0.55  0.000
H  -2.04  1.82  2.39  0.000
H  -0.71  5.35  1.04  0.000
I  -0.93  -2.55  -0.64  -0.066
C  -0.28  -3.65  -2.39  -0.003
C  -0.17  -5.00  -2.16  -0.012
C  0.01  -5.90  -3.22  0.001
C  0.02  -5.42  -4.50  -0.004
C  -0.03  -4.04  -4.76  0.003
C  0.02  -3.59  -6.09  0.001
C  0.04  -2.26  -6.40  -0.001
C  0.02  -1.33  -5.36  -0.010
C  -0.07  -1.71  -4.03  0.001
P  -0.11  -0.27  -2.90  -0.065
C  -1.63  0.51  -3.50  -0.008
C  -1.65  1.60  -4.36  -0.009
C  -2.86  2.11  -4.80  0.001
C  -4.05  1.56  -4.36  -0.005
C  -4.03  0.46  -3.51  0.002
C  -2.83  -0.06  -3.08  -0.005
C  1.31  0.75  -3.39  -0.017
C  2.47  0.21  -3.95  -0.008
C  3.58  1.02  -4.13  0.003
C  3.55  2.35  -3.75  -0.013
C  2.41  2.88  -3.17  0.010
C  1.30  2.09  -2.98  -0.035
C  -0.14  -3.09  -3.68  0.004
H  -0.25  -5.38  -1.16  0.000
H  0.09  -6.95  -3.02  0.000
H  0.09  -6.09  -5.34  0.000
H  0.06  -4.33  -6.88  0.000
H  0.09  -1.92  -7.42  0.000
H  0.07  -0.27  -5.60  0.000
H  -0.72  2.05  -4.69  -0.001
H  -2.86  2.94  -5.49  0.000
H  -4.99  1.98  -4.67  0.000
H  -4.96  0.01  -3.18  0.000
H  -2.82  -0.91  -2.41  -0.001
H  2.51  -0.83  -4.22  -0.003
H  4.48  0.60  -4.57  0.000
H  4.42  2.97  -3.89  -0.001
H  2.38  3.92  -2.87  0.000
H  0.42  2.49  -2.49  -0.008
Cl  2.40  -1.10  -0.87  -0.008